Density functional theory data (ωB97M-V/def2-TZVPD) for a single C6H4O molecule.

Element x y z (Å)
C -0.613 1.052 -0.163
C -0.054 1.191 -1.625
C -0.869 0.170 -1.413
C -1.056 -0.417 -0.115
C 0.139 -0.413 0.699
C 1.521 -0.637 0.194
O 1.794 -0.945 -0.949
H -1.180 1.810 0.376
H -2.018 -0.706 0.284
H 0.016 -0.643 1.770
H 2.321 -0.462 0.943

Calculated values
Orbital gap, Eh: 0.322
Molecular weight, g/mol: 92.097
Spin multiplicity: 1
Relative energy (zero: lowest compared OMol25 entry of this formula, charge and spin), eV: 5.765
E_HOMO, eV: -9.1413

These are the natural (NBO) partial charges, in e, on atoms 1 to 4:
1. C -0.120
2. C -0.062
3. C -0.075
4. C -0.225